{"formula": "C3H10NP", "method": "the ωB97M-V functional and the def2-TZVPD basis", "symbols": ["C", "N", "P", "C", "C", "H", "H", "H", "H", "H", "H", "H", "H", "H", "H"], "coordinates": [[1.284, 1.857, 0.292], [0.005, 1.365, -0.007], [-0.190, -0.069, -0.530], [-1.991, -0.423, -0.459], [0.588, -1.506, 0.371], [1.721, 2.370, -0.516], [1.854, 1.112, 0.812], [1.046, 2.581, 1.160], [0.293, -0.534, -1.812], [-2.094, -0.595, 0.698], [-2.615, 0.381, -0.750], [-2.345, -1.355, -0.949], [0.309, -2.465, -0.091], [1.657, -1.483, 0.257], [0.478, -1.235, 1.524]], "total_charge": 0, "homo_energy_ev": -8.3, "homo_lumo_gap_ev": 9.4, "e_tot_ev": -14050.363, "de_lowest_kj_mol": 180.1, "smiles": "CN=[PH](C)C"}

{"formula": "C4H9NO3", "method": "the ωB97M-V functional and the def2-TZVPD basis", "symbols": ["C", "C", "C", "C", "H", "H", "H", "H", "H", "H", "H", "H", "H", "N", "O", "O", "O"], "coordinates": [[0.098, 0.083, -0.136], [1.614, 0.145, -0.190], [-0.745, -1.036, -0.543], [-0.704, -0.711, 0.880], [0.233, 2.326, 0.014], [-0.685, 1.921, -1.226], [2.086, 0.963, 0.445], [2.068, 0.337, -1.176], [2.961, -0.770, 1.093], [-0.388, -1.999, -0.862], [-2.293, -0.248, -0.123], [-0.375, -1.262, 1.687], [-1.758, 0.749, 0.386], [-0.292, 1.466, -0.328], [2.106, -1.082, 0.013], [-2.064, -0.896, -1.039], [-1.862, 0.015, 1.103]], "total_charge": 0, "homo_energy_ev": -9.3, "homo_lumo_gap_ev": 8.7, "e_tot_ev": -11919.511, "de_lowest_kj_mol": 774.8}

{"formula": "C6H15BrMnNO2", "method": "the ωB97M-V functional and the def2-TZVPD basis", "symbols": ["Mn", "Br", "C", "O", "C", "C", "N", "C", "C", "O", "C", "H", "H", "H", "H", "H", "H", "H", "H", "H", "H", "H", "H", "H", "H", "H"], "coordinates": [[7.562, 0.115, 2.642], [5.293, 0.887, 3.730], [2.971, -1.187, 1.440], [1.993, -0.767, 0.548], [1.529, -1.798, -0.328], [0.528, -1.129, -1.264], [-0.584, -0.631, -0.473], [-1.431, 0.314, -1.203], [-2.570, 0.885, -0.352], [-3.281, 1.771, -1.168], [-4.348, 2.420, -0.516], [3.942, -1.423, 0.979], [2.644, -2.036, 2.050], [3.185, -0.349, 2.107], [1.022, -2.575, 0.253], [2.401, -2.229, -0.829], [0.188, -1.889, -1.969], [1.050, -0.293, -1.748], [-0.142, -0.118, 0.284], [-1.842, -0.195, -2.076], [-0.812, 1.147, -1.560], [-2.112, 1.400, 0.501], [-3.241, 0.066, -0.073], [-4.985, 2.889, -1.259], [-3.983, 3.051, 0.299], [-4.979, 1.673, -0.012]], "multiplicity": 6, "total_charge": 1, "homo_energy_ev": [-10.5, -10.5], "homo_lumo_gap_ev": [2.3, 2.4], "e_tot_ev": -113402.630, "de_lowest_kj_mol": 92.9}

{"formula": "C28H60Cl16N4O4", "method": "the ωB97M-V functional and the def2-TZVPD basis", "symbols": ["C", "N", "C", "C", "O", "H", "H", "H", "H", "H", "H", "H", "C", "N", "C", "C", "O", "H", "H", "H", "H", "H", "H", "H", "C", "N", "C", "C", "O", "H", "H", "H", "H", "H", "H", "H", "C", "N", "C", "C", "O", "H", "H", "H", "H", "H", "H", "H", "Cl", "C", "C", "Cl", "H", "H", "H", "H", "Cl", "C", "C", "Cl", "H", "H", "H", "H", "Cl", "C", "C", "Cl", "H", "H", "H", "H", "Cl", "C", "C", "Cl", "H", "H", "H", "H", "Cl", "C", "C", "Cl", "H", "H", "H", "H", "Cl", "C", "C", "Cl", "H", "H", "H", "H", "Cl", "C", "C", "Cl", "H", "H", "H", "H", "Cl", "C", "C", "Cl", "H", "H", "H", "H"], "coordinates": [[-25.276, 7.404, -3.551], [-24.541, 7.478, -4.789], [-23.420, 8.237, -5.004], [-22.679, 8.190, -6.327], [-22.994, 9.024, -4.166], [-24.606, 7.633, -2.720], [-25.642, 6.388, -3.485], [-26.251, 7.966, -3.423], [-24.599, 6.686, -5.412], [-22.929, 7.321, -6.994], [-21.585, 8.216, -6.073], [-22.937, 8.991, -7.011], [-25.367, 7.783, 2.775], [-26.218, 6.781, 2.187], [-26.041, 6.254, 0.906], [-26.990, 5.148, 0.491], [-25.224, 6.676, 0.115], [-24.689, 7.329, 3.533], [-25.821, 8.610, 3.310], [-24.682, 8.237, 2.018], [-26.941, 6.453, 2.806], [-26.403, 4.405, 0.002], [-27.629, 5.586, -0.304], [-27.673, 4.745, 1.305], [-22.196, 12.444, -1.682], [-21.404, 13.615, -1.719], [-20.759, 14.096, -0.613], [-20.268, 15.520, -0.647], [-20.582, 13.468, 0.458], [-22.309, 11.971, -2.627], [-23.200, 12.594, -1.247], [-21.761, 11.686, -1.022], [-21.594, 14.209, -2.527], [-21.029, 16.114, -0.131], [-20.106, 15.889, -1.647], [-19.335, 15.471, -0.100], [-22.771, 8.889, -0.453], [-21.965, 8.833, -1.646], [-20.670, 8.684, -1.737], [-20.117, 8.318, -3.080], [-19.952, 8.828, -0.745], [-23.683, 8.315, -0.484], [-23.116, 9.938, -0.332], [-22.205, 8.562, 0.409], [-22.449, 8.832, -2.546], [-20.385, 7.242, -3.208], [-19.059, 8.443, -3.181], [-20.637, 8.824, -3.941], [-20.162, 11.615, -4.255], [-19.826, 13.347, -4.457], [-18.589, 13.396, -5.238], [-18.825, 12.959, -6.990], [-19.522, 13.736, -3.468], [-20.686, 13.802, -4.832], [-17.814, 12.762, -4.732], [-18.272, 14.473, -5.204], [-16.972, 12.458, -1.018], [-18.076, 11.171, -0.413], [-17.492, 10.520, 0.946], [-15.865, 9.912, 0.909], [-18.227, 10.509, -1.263], [-19.040, 11.566, -0.146], [-18.132, 9.751, 1.323], [-17.564, 11.220, 1.773], [-26.307, 13.775, -4.430], [-26.440, 12.067, -4.882], [-25.188, 11.320, -4.425], [-25.209, 11.039, -2.697], [-26.657, 12.072, -5.978], [-27.360, 11.719, -4.434], [-24.353, 11.918, -4.678], [-25.228, 10.330, -4.935], [-20.878, 4.849, -1.271], [-22.658, 5.044, -1.530], [-22.902, 3.954, -2.561], [-24.640, 3.803, -3.141], [-22.773, 6.107, -1.877], [-23.173, 4.909, -0.598], [-22.700, 3.036, -2.044], [-22.262, 4.012, -3.394], [-18.853, 8.173, -7.663], [-18.370, 8.919, -6.075], [-17.160, 9.765, -6.358], [-16.498, 10.554, -4.858], [-18.130, 8.095, -5.412], [-19.231, 9.558, -5.713], [-17.445, 10.599, -6.975], [-16.456, 9.182, -6.879], [-16.488, 6.001, 0.412], [-17.393, 7.131, -0.683], [-16.457, 7.634, -1.794], [-16.149, 6.348, -2.995], [-17.792, 8.013, -0.158], [-18.329, 6.572, -1.036], [-15.481, 8.006, -1.372], [-16.940, 8.518, -2.244], [-20.474, 5.479, -5.702], [-19.531, 4.419, -4.651], [-19.018, 3.281, -5.494], [-20.399, 2.315, -6.129], [-20.113, 4.097, -3.834], [-18.647, 5.006, -4.280], [-18.363, 2.587, -4.929], [-18.456, 3.696, -6.363], [-18.531, 7.450, 3.409], [-19.770, 6.194, 2.743], [-21.117, 6.611, 3.145], [-22.169, 5.338, 2.427], [-19.412, 5.289, 3.252], [-19.631, 6.258, 1.672], [-21.408, 7.555, 2.710], [-21.242, 6.573, 4.277]], "total_charge": 0, "homo_energy_ev": -9.3, "homo_lumo_gap_ev": 9.5, "e_tot_ev": -244521.508, "smiles": "CNC(C)=O.CNC(C)=O.CNC(C)=O.CNC(C)=O.ClCCCl.ClCCCl.ClCCCl.ClCCCl.ClCCCl.ClCCCl.ClCCCl.ClCCCl"}

{"formula": "C42H35N2O2P2Pd", "method": "the ωB97M-V functional and the def2-TZVPD basis", "symbols": ["Pd", "C", "O", "C", "C", "C", "C", "C", "C", "N", "N", "C", "C", "O", "C", "C", "C", "C", "C", "C", "C", "C", "H", "H", "H", "H", "H", "H", "H", "H", "H", "H", "H", "H", "H", "C", "P", "C", "C", "C", "C", "C", "C", "C", "C", "C", "C", "C", "C", "P", "C", "C", "C", "C", "C", "C", "C", "C", "C", "C", "C", "C", "H", "H", "H", "H", "H", "H", "H", "H", "H", "H", "H", "H", "H", "H", "H", "H", "H", "H", "H", "H", "H", "H"], "coordinates": [[-0.350, -1.691, -1.343], [3.377, -1.864, -0.177], [2.626, -1.710, -1.431], [2.625, -0.422, -1.918], [3.542, 0.563, -1.545], [3.471, 1.892, -2.003], [2.489, 2.203, -2.897], [1.704, 1.181, -3.389], [1.615, -0.054, -2.805], [0.571, -0.949, -3.116], [0.028, -0.775, -4.237], [-1.090, -1.589, -4.496], [-1.140, -2.921, -4.050], [-0.551, -3.442, -3.031], [-2.106, -3.790, -4.740], [-2.802, -3.369, -5.856], [-2.652, -1.994, -6.333], [-3.322, -1.544, -7.496], [-3.185, -0.300, -7.987], [-2.328, 0.570, -7.295], [-1.560, 0.108, -6.237], [-1.707, -1.150, -5.680], [4.441, -2.059, -0.315], [2.965, -2.710, 0.312], [3.316, -1.003, 0.430], [4.389, 0.323, -0.934], [4.116, 2.586, -1.499], [2.321, 3.139, -3.401], [0.866, 1.456, -3.990], [-2.121, -4.797, -4.385], [-3.386, -4.140, -6.428], [-4.050, -2.320, -7.962], [-3.675, -0.124, -8.912], [-2.229, 1.576, -7.643], [-0.921, 0.805, -5.754], [-0.591, 0.907, 2.620], [0.217, 0.224, 1.050], [-1.162, -0.766, 0.491], [-0.948, -2.185, 0.486], [-2.030, -3.134, 0.577], [-3.273, -2.663, 0.504], [-3.463, -1.318, 0.282], [-2.529, -0.337, 0.310], [0.122, 1.729, 0.091], [-0.543, 1.973, -1.121], [-0.411, 3.239, -1.757], [0.276, 4.268, -1.191], [0.913, 4.048, 0.016], [0.849, 2.839, 0.652], [-0.276, -0.312, 4.017], [-0.782, 0.587, 5.530], [-1.560, 1.689, 5.569], [-2.024, 2.116, 6.828], [-1.629, 1.529, 8.015], [-0.712, 0.408, 7.948], [-0.354, -0.062, 6.706], [1.521, -0.139, 4.279], [2.101, 0.912, 4.979], [3.533, 0.798, 5.258], [4.289, -0.255, 4.827], [3.717, -1.313, 4.128], [2.324, -1.207, 3.904], [-1.662, 0.998, 2.510], [-0.192, 1.888, 2.755], [-0.003, -2.531, 0.967], [-1.702, -4.202, 0.755], [-4.135, -3.255, 0.722], [-4.507, -0.996, 0.129], [-2.732, 0.710, 0.249], [-1.049, 1.086, -1.606], [-0.830, 3.308, -2.766], [0.497, 5.142, -1.777], [1.527, 4.800, 0.461], [1.342, 2.690, 1.627], [-1.782, 2.242, 4.671], [-2.613, 3.012, 6.979], [-2.025, 2.033, 8.887], [-0.324, -0.078, 8.849], [0.281, -0.974, 6.649], [1.539, 1.765, 5.356], [3.944, 1.601, 5.870], [5.371, -0.256, 4.921], [4.321, -2.191, 3.968], [1.871, -2.053, 3.366]], "total_charge": -1, "homo_energy_ev": [-3.8, -3.8], "homo_lumo_gap_ev": [6.2, 6.2], "e_tot_ev": -73252.758}